1.
ORCA calculation (the ωB97M-V functional and the def2-TZVPD basis) on a single C3H5NO2 molecule.

```
11
C3H5NO2 the ωB97M-V functional and the def2-TZVPD basis
O 1.85851 -1.16266 -1.00657
O -0.24926 1.80625 0.96435
N 0.77024 -0.27267 0.80376
C 1.69889 -0.23433 -0.25170
C -1.41549 0.05426 -0.23674
C -0.31188 0.66659 0.59481
H 2.25190 0.71194 -0.33603
H -1.94279 -0.72701 0.32190
H -0.94230 -0.43159 -1.09911
H 0.40464 -1.22143 0.82130
H -2.12246 0.81065 -0.57598
```

The value obtained for the total energy is -8776.906 eV. As for the SMILES: CC(=O)NC=O. Its charge is 0. The calculation puts the HOMO-LUMO gap at 0.4157 Eh.

=====

2.
ORCA calculation (the ωB97M-V functional and the def2-TZVPD basis) on a single C3H5NO2 molecule in a non-equilibrium geometry.

```
11
C3H5NO2 the ωB97M-V functional and the def2-TZVPD basis
O -0.82844 -1.20467 0.21938
O 2.41377 0.29407 -0.03085
N -1.78708 -0.19216 0.33962
C 0.41887 -0.90494 -0.31279
C 1.41048 -0.04374 0.55886
C -1.44037 0.95440 -0.14807
H 0.29094 -0.29453 -1.27562
H 1.17040 0.30772 1.61518
H -2.19866 1.69010 -0.04092
H 0.87893 -1.91234 -0.53350
H -0.32884 1.30609 -0.39128
```

The value obtained for the total energy is -8773.580 eV. As for the SMILES: C=NOCC=O. Its charge is 0. The calculation puts the HOMO-LUMO gap at 0.3819 Eh.

=====

3.
ORCA calculation (the ωB97M-V functional and the def2-TZVPD basis) on a molecular structure, C3H5NO2.

```
11
C3H5NO2 the ωB97M-V functional and the def2-TZVPD basis
O -1.74320 0.52566 0.07723
O -0.42091 2.38670 -0.30328
N 1.51723 -0.32884 0.42245
C -1.02048 -0.73484 0.21835
C 0.26534 -0.02335 -0.21450
C -0.57820 1.22747 -0.07613
H -1.04810 -1.05282 1.26566
H 0.30387 0.07654 -1.31173
H -1.40810 -1.52365 -0.43074
H 2.12712 0.47903 0.47855
H 2.00543 -1.03191 -0.12586
```

The value obtained for the total energy is -8776.206 eV. Its charge is 0. The calculation puts the HOMO-LUMO gap at 0.3982 Eh.

=====

4.
ORCA calculation (the ωB97M-V functional and the def2-TZVPD basis) on 2 unconnected molecules or ions with the total composition C3H5NO2 in a non-equilibrium geometry.

```
11
C3H5NO2 the ωB97M-V functional and the def2-TZVPD basis
O -0.28137 0.58167 -1.19982
O 2.29516 -0.71473 -0.42036
N -2.22633 -0.01142 -0.20324
C -0.85394 -0.06654 -0.33258
C 1.49567 0.70585 1.45485
C 1.94075 -0.12800 0.67795
H 1.87860 1.39449 2.16434
H 1.74848 -0.36609 -1.15404
H -2.70996 0.58386 -0.86173
H -2.75229 -0.80944 0.11447
H -0.53477 -1.16967 -0.23986
```

The value obtained for the total energy is -8773.600 eV. As for the SMILES: C#CO.NC=O. Its charge is 0. The calculation puts the HOMO-LUMO gap at 0.3690 Eh.

=====

5.
ORCA calculation (the ωB97M-V functional and the def2-TZVPD basis) on a single C3H5NO2 molecule.

```
11
C3H5NO2 the ωB97M-V functional and the def2-TZVPD basis
O -0.63360 -2.46146 -1.05477
O 1.72542 0.61994 0.16153
N -0.17087 1.87456 0.06746
C -0.35326 -0.54609 0.36195
C 0.51087 0.69537 0.16643
C 0.12243 -1.71416 -0.48328
H 1.21962 -1.84927 -0.53188
H -1.13796 1.88515 -0.21431
H 0.36356 2.72259 -0.06436
H -0.22712 -0.84037 1.41473
H -1.41910 -0.38628 0.17652
```

The value obtained for the total energy is -8777.259 eV. As for the SMILES: NC(=O)CC=O. Its charge is 0. The calculation puts the HOMO-LUMO gap at 0.3924 Eh.

=====

6.
ORCA calculation (the ωB97M-V functional and the def2-TZVPD basis) on a single C3H5NO2 molecule in a non-equilibrium geometry.

```
11
C3H5NO2 the ωB97M-V functional and the def2-TZVPD basis
O 1.83799 0.16502 0.08246
O -0.59159 1.58475 -0.10459
N -1.74734 -0.37857 -0.28353
C -2.69105 -0.91068 -0.73580
C 0.64991 -0.48451 -0.31687
C -0.58079 0.23620 0.25252
H 2.10195 -0.17788 0.94345
H 0.59450 -0.41659 -1.40754
H 0.63454 -1.54252 -0.02870
H -0.63027 0.12185 1.34791
H 0.33273 1.85861 -0.17754
```

The value obtained for the total energy is -8775.473 eV. Its charge is 0. The calculation puts the HOMO-LUMO gap at 0.4153 Eh.

=====

7.
ORCA calculation (the ωB97M-V functional and the def2-TZVPD basis) on a single C3H5NO2 molecule in a non-equilibrium geometry.

```
11
C3H5NO2 the ωB97M-V functional and the def2-TZVPD basis
O 0.96539 -0.90720 1.39448
O -0.91837 2.30428 0.98425
N -0.17949 -0.00985 -0.37710
C -0.31108 1.47101 1.60461
C 0.27747 -0.03802 0.86350
C 0.11964 -0.97537 -1.39714
H -0.71404 0.82421 -0.57695
H 0.66561 -0.50308 -2.21885
H 0.15198 1.00915 2.45041
H -0.80016 -1.42439 -1.77928
H 0.74307 -1.75074 -0.94793
```

The value obtained for the total energy is -8775.244 eV. As for the SMILES: CNC(=O)C=O. Its charge is 0. The calculation puts the HOMO-LUMO gap at 0.3336 Eh.

=====

8.
ORCA calculation (the ωB97M-V functional and the def2-TZVPD basis) on 2 unconnected molecules or ions with the total composition C3H5NO2.

```
11
C3H5NO2 the ωB97M-V functional and the def2-TZVPD basis
O 0.39957 1.84476 0.55193
O -1.59727 -0.57707 0.02337
N 1.28203 -0.87780 -1.00597
C -0.68195 -1.31937 0.29375
C 0.77495 -0.95834 0.15160
C -0.62756 1.87841 -0.08275
H 1.31491 -0.81398 1.09820
H -0.87988 -2.33878 0.68342
H -1.58371 2.19643 0.37399
H -0.67448 1.60507 -1.15210
H 2.27337 -0.63933 -0.93544
```

The value obtained for the total energy is -8774.892 eV. As for the SMILES: [H]/N=C/C=O.C=O. Its charge is 0. The calculation puts the HOMO-LUMO gap at 0.3806 Eh.